[1]
DFT (wB97M-V/def2-TZVPD) results for a molecular structure, C44H45BrN6O5S3SiTa.

```
! RIJCOSX wB97M-V def2-TZVPD def2/J DEFGRID3
* xyz -1 1
Ta 0.37405 0.14109 0.01720
O 2.59094 -0.36071 3.66668
C 2.08553 0.10069 2.65717
N 1.39020 -0.57312 1.70726
C 1.18997 -1.96621 1.88119
C 2.15494 -2.85584 2.33623
C 1.85406 -4.20667 2.37350
C 0.60622 -4.66079 1.95891
C -0.35304 -3.77544 1.49970
C -0.05565 -2.41678 1.45656
N -0.86829 -1.41726 0.88910
C -2.20850 -1.56137 0.99176
O -2.80287 -2.37512 1.68687
C -2.99355 -0.63920 0.10744
C -4.36541 -0.52695 0.27947
C -5.06152 0.32492 -0.55612
C -4.36350 1.00377 -1.54474
C -2.99488 0.81867 -1.64224
N -2.31429 0.01826 -0.82431
C 2.19821 1.55275 2.33323
C 2.82645 2.42648 3.20150
C 2.94744 3.74990 2.82239
C 2.47523 4.12989 1.57663
C 1.86714 3.18359 0.76788
N 1.69972 1.91954 1.15581
H 3.11858 -2.48881 2.65314
H 2.59826 -4.90854 2.72402
H 0.38219 -5.71839 1.98327
H -1.31586 -4.12473 1.16202
H -4.83438 -1.10074 1.06424
H -6.12929 0.45871 -0.44403
H -4.86281 1.67343 -2.23051
H -2.41342 1.33450 -2.39545
H 3.20323 2.04160 4.13722
H 3.41876 4.47189 3.47695
H 2.57410 5.14534 1.22072
H 1.52710 3.42319 -0.22661
S -1.20252 1.46191 1.56601
C -1.47124 3.00975 0.82937
C -2.14046 4.00411 1.54759
C -2.41331 5.23988 0.98521
C -3.09838 6.23248 1.76079
N -3.65482 7.01774 2.38842
C -2.01134 5.50799 -0.33379
C -1.33764 4.53057 -1.05144
C -1.06177 3.28528 -0.49180
S -0.13430 2.13953 -1.43506
C -2.27539 6.77475 -0.94921
N -2.47918 7.78080 -1.46586
H -2.45345 3.80173 2.56236
H -1.01586 4.74310 -2.06169
C 2.58073 -2.50488 -5.50845
C 3.71503 -2.18594 -4.54422
C 4.85627 -1.48900 -5.27520
C 4.22185 -3.45120 -3.86524
O 3.13748 -1.32956 -3.54962
Si 3.83863 -0.25194 -2.55092
S 2.56243 0.56680 -1.11440
O 4.48909 1.00041 -3.39191
C 3.87633 2.10850 -4.06801
C 4.83242 2.47478 -5.19720
C 3.74773 3.27045 -3.08870
C 2.51358 1.72381 -4.63520
O 5.10907 -1.00780 -1.85121
C 5.90777 -0.70479 -0.70297
C 5.20770 -1.26025 0.53232
C 6.13358 0.79838 -0.57583
C 7.23514 -1.41829 -0.93142
H 2.91779 -3.19557 -6.28301
H 2.22563 -1.59097 -5.98598
H 1.74645 -2.95673 -4.97181
H 5.23396 -2.14110 -6.06507
H 5.67593 -1.25587 -4.59707
H 4.51088 -0.56136 -5.72679
H 4.66980 -4.12267 -4.60021
H 3.39901 -3.97086 -3.38065
H 4.96965 -3.20007 -3.11491
H 5.81207 2.72587 -4.79092
H 4.45628 3.33153 -5.75796
H 4.94950 1.63614 -5.88287
H 4.72776 3.52548 -2.68442
H 3.08455 3.00239 -2.26842
H 3.34028 4.14821 -3.59370
H 2.60710 0.87548 -5.31329
H 2.08630 2.56470 -5.18391
H 1.82139 1.45189 -3.83934
H 4.24893 -0.76543 0.68343
H 5.82325 -1.11119 1.42137
H 5.02757 -2.32858 0.40914
H 5.19106 1.31870 -0.41123
H 6.58890 1.19005 -1.48468
H 6.79192 1.00621 0.26967
H 7.06833 -2.48852 -1.05514
H 7.90670 -1.26572 -0.08587
H 7.71491 -1.03624 -1.83228
Br 0.25167 -5.78065 -3.49929
C 0.31575 -4.05894 -2.68787
C -0.62523 -3.10466 -3.02975
C -0.58729 -1.86851 -2.40055
C 0.39698 -1.52549 -1.46605
C 1.37093 -2.50202 -1.22449
C 1.31574 -3.76990 -1.78450
H -1.39079 -3.32857 -3.76004
H -1.35391 -1.15552 -2.66291
H 2.19580 -2.29929 -0.55084
H 2.04904 -4.51955 -1.51898
*
```

Output
M: 1123.02 g mol⁻¹
Kohn-Sham gap: 7.13 eV
Total energy: -6523.99939 Ha



[2]
DFT (wB97M-V/def2-TZVPD) results for a molecular structure, C44H46ClOsP2S2Sb2.

```
! RIJCOSX wB97M-V def2-TZVPD def2/J DEFGRID3
* xyz 1 5
Os 0.24962 0.10758 0.35954
S 1.78951 1.67947 -0.25660
P 1.68852 -1.63358 -0.13011
C 0.02915 -1.80908 -0.47239
P -1.25750 -2.75152 0.23898
S -2.09514 -1.73600 1.73152
C -0.65848 -4.37858 0.73894
C 0.04201 -5.13695 -0.19580
C 0.53128 -6.38137 0.15243
C 0.31380 -6.87683 1.43410
C -0.38954 -6.12608 2.36115
C -0.87246 -4.87258 2.01688
C -2.40578 -3.09432 -1.11553
C -2.18537 -2.60601 -2.39541
C -3.09259 -2.88094 -3.40858
C -4.21894 -3.64213 -3.14216
C -4.43993 -4.13900 -1.86298
C -3.53386 -3.86941 -0.85218
C 2.44804 -2.77558 1.03007
C 3.50121 -3.60001 0.64387
C 4.02821 -4.50679 1.54863
C 3.50824 -4.59545 2.83127
C 2.44789 -3.78517 3.21308
C 1.91929 -2.87667 2.31326
C 2.76723 -1.44229 -1.54797
C 4.02406 -0.86711 -1.37354
C 4.84707 -0.66800 -2.46873
C 4.41752 -1.03862 -3.73582
C 3.16454 -1.60798 -3.91114
C 2.33687 -1.81044 -2.81882
H 0.20438 -4.75664 -1.19838
H 1.07699 -6.96921 -0.57211
H 0.69214 -7.85317 1.70384
H -0.56203 -6.51567 3.35483
H -1.41437 -4.27204 2.73779
H -1.30220 -2.01048 -2.59831
H -2.91795 -2.50186 -4.40639
H -4.92487 -3.85662 -3.93311
H -5.31519 -4.73855 -1.65664
H -3.70580 -4.25567 0.14572
H 3.91128 -3.53279 -0.35541
H 4.84667 -5.14680 1.25105
H 3.92585 -5.30458 3.53260
H 2.02754 -3.87030 4.20611
H 1.05950 -2.27483 2.58499
H 4.35990 -0.56817 -0.38712
H 5.82136 -0.21879 -2.33454
H 5.06199 -0.88258 -4.59015
H 2.83377 -1.89738 -4.89869
H 1.35529 -2.24946 -2.94881
C 0.23140 -0.66508 4.64036
Sb 0.47437 0.68412 3.01545
C 2.25032 1.67319 3.62335
C -1.00427 2.13589 3.61190
C -2.39510 1.60177 3.52005
C -2.89887 0.88786 4.60679
C -4.17036 0.34759 4.59639
C -4.98453 0.53878 3.48956
C -4.50707 1.26031 2.41301
C -3.21382 1.78484 2.39613
C -2.77060 2.52765 1.17869
Sb -2.05809 1.23268 -0.39397
C -3.84548 0.18196 -0.80537
C -2.08152 2.62316 -2.00453
H -0.68564 -1.23454 4.51199
H 0.19212 -0.09200 5.56493
H 1.08342 -1.34086 4.68071
H 2.07947 2.19019 4.56583
H 2.54561 2.38830 2.85946
H 3.04295 0.93757 3.74919
H -0.83856 3.04369 3.03708
H -0.74421 2.35237 4.64946
H -2.27747 0.76533 5.48478
H -4.53193 -0.20028 5.45519
H -5.99001 0.14174 3.47150
H -5.15189 1.43144 1.55959
H -2.00170 3.27335 1.37201
H -3.61546 3.03712 0.71171
H -4.58848 0.91683 -1.11322
H -4.16384 -0.34295 0.09221
H -3.68890 -0.53861 -1.60290
H -3.09586 2.68012 -2.39070
H -1.40711 2.31064 -2.79681
H -1.78161 3.60570 -1.64780
Cl 1.24441 5.00590 2.69663
C 2.29461 5.18083 1.30708
C 3.28442 6.14992 1.37908
C 4.12943 6.33646 0.30161
C 3.97971 5.55847 -0.83810
C 2.98766 4.59782 -0.89034
C 2.12133 4.38338 0.18267
C 1.05784 3.32716 0.08041
H 3.37843 6.74790 2.27366
H 4.90067 7.09189 0.35213
H 4.63458 5.70124 -1.68506
H 2.87598 3.98397 -1.77512
H 0.47306 3.29032 0.99973
H 0.37339 3.55911 -0.73981
*
```

Output
M: 1170.14 g mol⁻¹
Kohn-Sham gap (alpha / beta): 6.89 / 6.32 eV
Total energy: -4214.46484 Ha
Expectation value of S²: 6.03



[3]
DFT (wB97M-V/def2-TZVPD) results for a molecular structure, C44H46InN6O4SSeSi.

```
! RIJCOSX wB97M-V def2-TZVPD def2/J DEFGRID3
* xyz -1 1
In -0.18033 -0.37306 -0.18424
O -1.43952 0.51736 -4.17421
C -0.95761 -0.23034 -3.29761
N -1.49501 -0.71069 -2.18676
C -2.87395 -0.62190 -1.91814
C -3.83996 -0.22301 -2.85066
C -5.19662 -0.24411 -2.55089
C -5.61679 -0.68853 -1.31036
C -4.67931 -1.10656 -0.37357
C -3.30570 -1.05734 -0.63354
N -2.31234 -1.38372 0.31591
C -2.58052 -2.18625 1.34266
O -3.63792 -2.75963 1.65808
C -1.39124 -2.48630 2.24919
C -1.48973 -3.54931 3.14636
C -0.41142 -3.83172 3.96294
C 0.73478 -3.05136 3.86581
C 0.73676 -2.00831 2.95814
N -0.30056 -1.73286 2.16862
C 0.50337 -0.63075 -3.52160
C 1.09096 -0.32053 -4.74830
C 2.41036 -0.66938 -4.96964
C 3.11552 -1.31203 -3.95935
C 2.45362 -1.57403 -2.77227
N 1.17921 -1.25292 -2.55735
H -3.50680 0.08759 -3.82732
H -5.91596 0.07843 -3.29545
H -6.67145 -0.72078 -1.06024
H -5.00352 -1.49626 0.57682
H -2.40904 -4.11618 3.17145
H -0.45894 -4.65290 4.66824
H 1.60324 -3.24142 4.48296
H 1.59676 -1.35419 2.85695
H 0.48598 0.19046 -5.48392
H 2.88904 -0.44242 -5.91491
H 4.15010 -1.60334 -4.08717
H 2.96525 -2.06533 -1.94978
C 3.74729 -0.44910 0.78201
Si 4.09639 1.33779 0.44393
C 4.48497 1.56842 -1.37105
C 5.55523 1.94523 1.45012
H 4.60898 -1.08270 0.54296
H 2.90203 -0.74422 0.15530
H 3.46808 -0.61296 1.82563
H 5.56255 1.65026 -1.54103
H 4.00780 2.46813 -1.76620
H 4.11391 0.71908 -1.95463
H 6.41587 1.28326 1.31856
H 5.30941 1.97213 2.51598
H 5.85789 2.95336 1.14975
O -1.32216 2.08957 -0.89871
S -1.28094 3.56247 -1.11484
C -0.00291 3.81755 -2.34603
C 0.27704 5.09508 -2.81475
C 1.30099 5.26239 -3.73193
C 2.02918 4.15891 -4.17139
C 1.73956 2.89150 -3.68953
C 0.72323 2.71556 -2.75700
C -2.68186 3.95042 -2.14929
C -3.37047 5.13541 -1.93481
C -4.49157 5.41045 -2.70855
C -4.91129 4.48900 -3.65956
C -4.21545 3.29922 -3.84746
C -3.08738 3.01904 -3.09400
H -0.30288 5.94526 -2.47123
H 1.53220 6.25091 -4.10854
H 2.82657 4.29356 -4.89204
H 2.29552 2.02923 -4.03762
H 0.48583 1.73928 -2.34774
H -3.04061 5.82415 -1.16387
H -5.04172 6.33110 -2.55961
H -5.79529 4.69452 -4.25148
H -4.55416 2.57888 -4.58172
H -2.53744 2.08994 -3.22933
C -1.96991 2.21966 2.09203
N -2.60791 1.32291 3.03786
C -1.94643 0.66242 4.01871
Se -0.24396 0.95288 4.61031
N -2.84853 -0.19602 4.56679
C -4.09577 -0.05769 3.97280
C -5.31616 -0.66440 4.20728
C -6.39733 -0.21519 3.46163
C -6.25154 0.79476 2.50910
C -5.01706 1.37416 2.25292
C -3.94476 0.92923 3.00505
H -0.97717 1.83774 1.86064
H -1.87817 3.22526 2.50477
H -2.55918 2.23325 1.17779
H -2.57118 -0.88629 5.24173
H -5.41490 -1.46790 4.92620
H -7.36799 -0.67020 3.61055
H -7.11166 1.11291 1.93502
H -4.89733 2.12212 1.48010
C 1.23050 3.66656 1.91411
C 2.62115 3.51376 1.32358
C 2.86946 4.47164 0.16220
O 2.74276 2.16598 0.89262
H 1.05170 4.69833 2.22676
H 1.09916 3.00870 2.77497
H 0.48770 3.38380 1.16156
H 3.36842 3.69708 2.10616
H 2.36510 4.09475 -0.73104
H 3.93624 4.56312 -0.05964
H 2.47829 5.46671 0.38671
*
```

Output
M: 976.82 g mol⁻¹
Kohn-Sham gap: 5.95 eV
Total energy: -5613.24219 Ha



[4]
DFT (wB97M-V/def2-TZVPD) results for a molecular structure, C44H47BaN6O2PS4SeSi.

```
! RIJCOSX wB97M-V def2-TZVPD def2/J DEFGRID3
* xyz -2 1
Ba -2.00934 0.53793 -0.30564
O 0.31865 -0.41063 -4.70077
C -0.16084 -0.00474 -3.60610
N -1.15784 -0.46946 -2.83125
C -1.99949 -1.29490 -3.59318
C -3.38812 -1.60406 -3.07590
C -4.19520 -2.52519 -3.74815
C -5.22243 -3.13691 -3.05789
C -5.39927 -2.82292 -1.72150
C -4.66453 -1.79150 -1.13954
N -3.73196 -1.16585 -1.82196
C 0.70986 1.00401 -2.84181
C 1.92955 1.45881 -3.45686
C 2.88918 2.00993 -2.61068
C 2.64234 2.21599 -1.25940
C 1.41562 1.83474 -0.76239
N 0.51681 1.29690 -1.56839
H -1.54463 -2.27158 -3.86348
H -2.23770 -0.82388 -4.60523
H -4.02538 -2.69684 -4.78767
H -5.81728 -3.90711 -3.60574
H -6.06759 -3.36116 -1.01110
H -4.86446 -1.39673 -0.07800
H 2.03818 1.24253 -4.52788
H 3.79813 2.28079 -3.12944
H 3.39999 2.54701 -0.56240
H 1.15545 1.96139 0.30845
S -4.97313 1.36279 1.05712
C -4.80740 2.18552 -0.39560
N -3.70035 2.71803 -0.95893
C -3.81371 3.33534 -2.12803
C -2.71969 3.65163 -3.02037
C -3.02255 4.12132 -4.24791
C -4.33639 4.23284 -4.72780
C -5.42413 3.78519 -3.88565
C -5.13035 3.31469 -2.62597
S -6.21495 2.54384 -1.57064
H -1.71329 3.42427 -2.66421
H -2.14156 4.39513 -4.85404
H -4.60823 4.63644 -5.69202
H -6.44471 3.75932 -4.16789
C 6.54685 0.50430 1.06755
Si 5.83735 -1.25825 1.12956
C 6.54472 -2.18663 2.56015
C 6.09246 -2.18967 -0.46426
Se 3.66431 -1.04119 1.56775
H 7.54412 0.62285 0.63062
H 6.49999 0.95050 2.08518
H 5.77427 1.04256 0.45207
H 7.63007 -2.31162 2.47522
H 6.13827 -3.15522 2.53846
H 6.28928 -1.62153 3.46470
H 5.32387 -2.98659 -0.62487
H 7.09092 -2.74341 -0.45510
H 6.10829 -1.45370 -1.26153
C 2.22248 -6.36067 -3.15409
C 2.08030 -6.25102 -1.64319
N 1.44640 -5.00065 -1.10806
C 2.37739 -3.78965 -0.97617
C 2.29285 -3.03419 -2.27957
C 0.60020 -5.30068 -0.02636
O 0.43699 -6.42951 0.44049
C -0.12692 -4.13284 0.70455
C -0.35791 -4.41177 2.08781
C -0.90595 -3.48365 2.87540
C -1.24492 -2.26836 2.26132
N -1.05530 -2.01460 0.98883
C -0.49144 -2.96345 0.15893
H 2.51462 -7.36110 -3.39538
H 2.95527 -5.70687 -3.62448
H 1.39056 -6.15008 -3.80832
H 3.01197 -6.57375 -1.13704
H 1.39438 -7.02339 -1.32817
H 3.40928 -4.22135 -0.84311
H 2.17112 -3.23238 -0.10534
H 2.78736 -3.49805 -3.14942
H 2.67202 -2.06908 -2.07117
H 1.25858 -2.87065 -2.56475
H -0.07551 -5.40787 2.38105
H -0.89629 -3.53377 3.94429
H -1.76021 -1.47708 2.84196
H -0.34452 -2.62807 -0.88497
S 0.06497 4.22052 1.07005
P -0.47056 3.08266 2.59855
S -0.38853 1.05456 2.49277
C -1.99749 3.76925 3.23264
C -3.14529 2.99264 3.18180
C -4.32389 3.56234 3.57631
C -4.40460 4.80951 4.17448
C -3.22463 5.48706 4.33678
C -1.99814 5.00461 3.84594
C 0.71210 3.45061 3.95749
C 1.82110 4.28618 3.83203
C 2.52764 4.75799 4.96656
C 2.25311 4.25084 6.22248
C 1.23222 3.24820 6.33023
C 0.41123 2.93279 5.24488
H -3.07295 2.04383 2.66468
H -5.27510 2.90668 3.53449
H -5.40400 5.18160 4.46702
H -3.22865 6.42442 4.82860
H -1.06482 5.51166 4.02625
H 2.15366 4.70695 2.87185
H 3.30293 5.50965 4.74756
H 2.87654 4.43276 7.10893
H 1.01395 2.87423 7.32685
H -0.49569 2.34769 5.45607
*
```

Output
M: 1095.52 g mol⁻¹
Kohn-Sham gap: 5.11 eV
Total energy: -6834.69247 Ha